Version 1
Computed, not measured: a cluster of 2 separate species, C3H13N2O in total, with wB97M-V/def2-TZVPD.

Structure (XYZ):
```
19
Properties=species:S:1:pos:R:3:lowdin_charge:R:1
N 0.66213 -0.72259 0.27720 0.18
C 0.42927 0.47027 -0.54938 -0.34
C 0.63138 1.69547 0.40523 -0.05
C -1.02047 0.45056 -1.08174 -0.23
N -0.92300 0.52768 -2.54392 0.00
H 0.38723 -1.44010 -0.40188 0.17
H 0.12967 -0.85864 1.12885 0.11
H 1.61327 -1.00424 0.51652 0.18
H 1.32938 0.63790 -1.30562 0.20
H 0.06494 1.69190 1.33458 0.09
H 0.52570 2.54897 -0.21971 0.08
H 1.67349 1.73403 0.75855 0.09
H -1.56683 -0.42789 -0.67188 0.13
H -1.47277 1.36882 -0.63556 0.12
H -1.81074 0.36054 -2.99454 0.07
H -0.72526 1.46905 -2.88975 0.09
H 0.35038 -2.90738 2.86841 0.07
H 0.10244 -1.69833 3.68951 0.08
O 0.14749 -1.96857 2.75691 -0.05
```

- charge = +1
- frontier orbital gap (eV) = 10.224
- E_HOMO (eV) = -13.4002

Version 2
Computed, not measured: a cluster of 2 separate species, C3H13N2O in total, with wB97M-V/def2-TZVPD.

Structure (XYZ):
```
19
Properties=species:S:1:pos:R:3:lowdin_charge:R:1
C -1.26479 0.77049 -0.59131 -0.25
N -2.08948 0.88016 0.59766 0.01
C 0.19113 1.00093 -0.23398 -0.12
N 0.48362 0.34356 1.08747 -0.01
C 0.35514 -1.15032 1.15616 0.01
H -1.55742 1.46126 -1.38111 0.12
H -1.39379 -0.22090 -1.04015 0.12
H -2.20237 1.85029 0.87448 0.09
H -3.00851 0.48295 0.45879 0.09
H 0.40670 2.05892 -0.06264 0.14
H 0.91729 0.62767 -0.93887 0.11
H 1.42091 0.59865 1.40185 0.18
H -0.15018 0.74095 1.79343 0.16
H 0.61637 -1.54788 0.18552 0.07
H -0.68351 -1.38633 1.36885 0.10
H 1.02294 -1.51887 1.93523 0.11
H 1.30144 -1.62452 -2.37498 0.06
H 2.27587 -2.26934 -1.40001 0.05
O 2.05462 -1.41865 -1.79684 -0.06
```

- charge = +1
- frontier orbital gap (eV) = 11.061
- E_HOMO (eV) = -14.0880

Most stable = version 2

Version 1
Computed, not measured: a cluster of 2 separate species, C3H13N2O in total, with wB97M-V/def2-TZVPD.

Structure (XYZ):
```
19
Properties=species:S:1:pos:R:3:lowdin_charge:R:1
C -0.33027 0.23831 1.26578 -0.12
C -1.41477 0.37909 0.12854 -0.13
C -1.54613 -0.84854 -0.82953 -0.26
N -0.29334 -1.21948 -1.44793 -0.06
N 0.84168 -0.59566 0.88459 0.18
H -0.82839 -0.18859 2.13183 0.13
H 0.07375 1.11571 1.74041 0.12
H -2.43088 0.66070 0.29567 0.10
H -1.28694 1.38944 -0.44377 0.14
H -1.79760 -1.72852 -0.27474 0.12
H -2.23601 -0.65085 -1.58412 0.10
H -0.23479 -1.97158 -2.16858 0.12
H 0.47095 -1.25021 0.10371 0.13
H -0.06175 -0.45256 -2.17532 0.14
H 1.32942 -1.06531 1.54162 0.12
H 1.47561 0.00998 0.40368 0.10
H 3.49480 2.10607 0.05843 0.06
H 2.11065 2.41198 0.19911 0.03
O 2.66402 1.66002 0.17062 -0.01
```

- charge = +1
- frontier orbital gap (eV) = 11.422
- E_HOMO (eV) = -14.2308

Version 2
Computed, not measured: a cluster of 2 separate species, C3H13N2O in total, with wB97M-V/def2-TZVPD.

Structure (XYZ):
```
19
Properties=species:S:1:pos:R:3:lowdin_charge:R:1
C 0.16674 -1.43650 0.21513 -0.16
C -0.30972 -0.82669 -1.08219 -0.20
C -1.58781 0.02562 -1.02175 -0.22
N -1.35469 1.25458 -0.16718 0.00
N 0.56233 -0.45210 1.27771 0.19
H -0.58722 -2.14776 0.55352 0.13
H 1.01348 -2.10471 0.04874 0.13
H 0.49807 -0.33422 -1.62005 0.12
H -0.50806 -1.65167 -1.77305 0.13
H -2.35971 -0.56476 -0.52749 0.11
H -1.75025 0.35289 -2.04306 0.12
H -1.99349 1.94423 -0.55608 0.08
H -1.73001 1.04738 0.74837 0.05
H 1.14545 -0.89006 1.98792 0.17
H -0.28300 -0.04218 1.64836 0.14
H 1.16845 0.24843 0.80434 0.10
H 3.03501 1.61090 -0.11615 0.07
H 2.57615 2.32280 1.12500 0.07
O 2.29827 1.64383 0.49791 -0.04
```

- charge = +1
- frontier orbital gap (eV) = 10.364
- E_HOMO (eV) = -13.5537

Most stable = version 2

Version 1
Computed, not measured: a cluster of 2 separate species, C3H13N2O in total, with wB97M-V/def2-TZVPD.

Structure (XYZ):
```
19
Properties=species:S:1:pos:R:3:lowdin_charge:R:1
C 1.67401 -0.36190 0.78197 -0.25
C 0.51441 0.52203 1.09607 -0.23
C -0.99707 0.15553 1.25874 -0.10
N -1.35632 -0.45887 -0.12300 0.14
N 1.53736 -0.98485 -0.54368 0.02
H 1.65398 -1.15438 1.64124 0.16
H 2.58706 0.29320 0.87957 0.14
H 0.68769 1.11475 2.06578 0.14
H 0.40978 1.42593 0.36624 0.14
H -1.16050 -0.68724 1.98067 0.13
H -1.80249 0.81951 1.44397 0.11
H -0.51203 -0.95545 -0.58280 0.15
H -1.50267 0.33494 -0.71155 0.06
H -2.05621 -1.14940 -0.05370 0.14
H 1.67324 -1.95675 -0.50983 0.07
H 2.12942 -0.59017 -1.18027 0.05
H -0.57528 0.92339 -2.91898 0.08
H -1.66305 1.69877 -2.64585 0.03
O -1.24134 1.01096 -2.24461 0.02
```

- charge = +1
- frontier orbital gap (eV) = 11.081
- E_HOMO (eV) = -13.9442

Version 2
Computed, not measured: a cluster of 2 separate species, C3H13N2O in total, with wB97M-V/def2-TZVPD.

Structure (XYZ):
```
19
Properties=species:S:1:pos:R:3:lowdin_charge:R:1
C 1.26795 0.12012 0.70762 -0.23
C -0.14124 0.09770 1.34523 -0.17
C -1.26846 0.48976 0.42987 -0.14
N -0.96569 1.85316 -0.22294 0.17
N 1.22311 0.21694 -0.76034 -0.02
H 1.82199 0.96404 1.11567 0.11
H 1.80027 -0.77939 1.02654 0.12
H -0.14600 0.74204 2.22653 0.12
H -0.42319 -0.88851 1.71614 0.12
H -2.25893 0.64319 0.84891 0.13
H -1.41023 -0.19263 -0.40590 0.12
H -0.74088 2.59280 0.43339 0.16
H -0.12610 1.60601 -0.79991 0.12
H -1.67963 2.17267 -0.86793 0.16
H 2.15878 0.16807 -1.15399 0.10
H 0.77069 -0.62385 -1.13282 0.06
H 0.26406 -2.96214 -2.23032 0.04
H 0.11383 -3.43162 -0.82699 0.06
O -0.26034 -2.78836 -1.44877 -0.05
```

- charge = +1
- frontier orbital gap (eV) = 10.951
- E_HOMO (eV) = -14.0601

Version 3
Computed, not measured: a cluster of 2 separate species, C3H13N2O in total, with wB97M-V/def2-TZVPD.

Structure (XYZ):
```
19
Properties=species:S:1:pos:R:3:lowdin_charge:R:1
N 1.13129 -0.19707 -1.44242 0.19
C 1.23077 -0.48664 0.13108 -0.28
C 0.91170 0.89992 0.74908 -0.02
C 0.28380 -1.61544 0.39851 -0.18
N -0.98077 -1.05567 -0.21600 0.00
H 0.08824 -0.29437 -1.54174 0.13
H 1.71396 0.59547 -1.67258 0.15
H 1.50316 -1.08020 -1.79653 0.15
H 2.28571 -0.70189 0.35514 0.15
H -0.14811 1.05109 0.81363 0.05
H 1.47041 0.92434 1.67290 0.09
H 1.37444 1.71660 0.13594 0.11
H 0.01274 -2.03349 1.37523 0.14
H 0.53833 -2.55985 -0.10614 0.13
H -1.21279 -0.34589 0.46873 0.05
H -1.71726 -1.76228 -0.19771 0.11
H -3.25256 2.78583 0.77517 0.05
H -2.60441 2.06692 -0.43128 0.03
O -2.62867 2.09262 0.52898 -0.06
```

- charge = +1
- frontier orbital gap (eV) = 11.628
- E_HOMO (eV) = -14.7404

Most stable = version 2

Version 1
Computed, not measured: the molecule C4H3NO2, with wB97M-V/def2-TZVPD.

Structure (XYZ):
```
10
Properties=species:S:1:pos:R:3:lowdin_charge:R:1
C 0.17947 -1.54120 -0.20392 0.13
C -0.26921 -0.29467 -0.16062 -0.22
C -1.33916 0.24710 -0.90560 -0.18
N -2.12409 0.72717 -1.59772 0.21
O -0.11802 0.54480 1.33071 0.07
C 0.73104 1.38801 0.85174 -0.48
O 1.59289 2.04453 1.32699 0.13
H -0.36535 -2.27614 -0.77762 0.10
H 0.94732 -1.89923 0.46389 0.09
H 0.76509 1.05962 -0.32785 0.16
```

- frontier orbital gap (eV) = 9.236
- E_HOMO (eV) = -10.4808
- SMILES string = C=C(C#N)OC=O

Version 2
Computed, not measured: the molecule C4H3NO2, with wB97M-V/def2-TZVPD.

Structure (XYZ):
```
10
Properties=species:S:1:pos:R:3:lowdin_charge:R:1
C 1.06211 1.02784 0.86364 0.13
C 0.40551 0.37182 -0.11816 -0.35
C -0.31680 1.04404 -1.13319 -0.15
N -0.95793 1.36038 -2.08646 0.19
O 0.54843 -1.03310 -0.08231 0.02
C -0.72940 -1.63743 -0.05895 -0.25
O -1.76533 -1.03911 -0.05626 0.10
H 0.93912 2.10542 0.91148 0.08
H 1.52278 0.49514 1.73007 0.10
H -0.70849 -2.69499 0.03016 0.13
```

- frontier orbital gap (eV) = 10.432
- E_HOMO (eV) = -10.4169
- SMILES string = C=C(C#N)OC=O

Version 3
Computed, not measured: a structure of composition C4H3NO2, with wB97M-V/def2-TZVPD.

Structure (XYZ):
```
10
Properties=species:S:1:pos:R:3:lowdin_charge:R:1
C 0.99675 -1.07008 -0.43565 0.03
C -0.50401 -0.20396 0.44588 -0.35
C -1.12410 0.85925 0.81410 -0.07
C 0.26615 0.25593 -0.65606 -0.23
H 1.22275 -1.82620 -1.10887 0.09
H 2.06417 -0.92360 0.00351 0.16
H -2.04679 1.01966 1.45594 0.16
N 0.14788 1.43083 -1.01840 0.19
O -0.06390 -1.42065 0.58961 0.07
O -0.95891 1.87881 -0.09007 -0.05
```

- frontier orbital gap (eV) = 9.929
- E_HOMO (eV) = -9.2639

Most stable = version 2